Entry 1:
Computed, not measured: C3H6OS as an isolated structure at a distorted geometry, with ωB97M-V/def2-TZVPD.

Cartesian coordinates (Å):
C: -1.9045 0.2480 -0.2177
C: 0.6962 0.0398 0.0845
C: 2.1147 -0.6117 0.1922
H: -0.8596 1.5008 -0.6806
H: -2.5055 0.2322 1.0196
H: -2.9086 0.0680 -1.3259
H: 0.3906 0.9763 -0.4133
H: 0.3521 0.3851 1.0821
H: 2.2824 -1.3080 1.2751
O: 3.0096 -0.2505 -0.6961
S: -0.6675 -1.2800 -0.3200

Results
- Largest force on an atom: 7.33 eV Å⁻¹
- Highest occupied orbital energy: -9.25 eV
- Net charge: 0



Entry 2:
Computed, not measured: one molecule with the formula C3H6OS at a distorted geometry, with ωB97M-V/def2-TZVPD.

Cartesian coordinates (Å):
C: 2.3429 -0.2752 -0.2800
C: 1.0135 -0.4848 0.4747
C: -0.3904 0.4130 0.1202
O: -0.4373 1.6859 -0.1102
S: -1.5765 -0.6674 -0.1230
H: 2.5709 0.7489 -0.6412
H: 3.6065 -0.5039 -0.1151
H: 2.3712 -1.0682 -1.1682
H: 1.2764 -0.2456 1.5148
H: 0.7243 -1.5661 0.6545
H: 0.3777 1.9076 0.7155

Results
- Largest force on an atom: 6.74 eV Å⁻¹
- Highest occupied orbital energy: -8.49 eV
- SMILES: CCC(O)=S
- Net charge: 0



Entry 3:
Computed, not measured: one molecule with the formula C3H6OS at a distorted geometry, with ωB97M-V/def2-TZVPD.

Cartesian coordinates (Å):
C: -0.9548 0.9379 0.3494
C: 0.4218 1.1873 -0.1725
S: 1.2215 -0.3539 0.0210
C: -0.5978 -1.2373 0.1540
O: -1.2703 -0.2679 -0.5309
H: -1.0960 0.3765 1.4019
H: -1.6200 1.8000 0.2053
H: 1.0350 1.7424 0.5157
H: 0.6584 1.7229 -1.1508
H: -0.8051 -2.2313 -0.3573
H: -0.7688 -0.9328 1.3118

Results
- Largest force on an atom: 3.69 eV Å⁻¹
- Highest occupied orbital energy: -8.41 eV
- SMILES: C1CSCO1
- Net charge: 0



Entry 4:
Computed, not measured: one molecule with the formula C3H6OS at a distorted geometry, with ωB97M-V/def2-TZVPD.

Cartesian coordinates (Å):
C: -2.0703 -0.4923 -0.2302
C: -1.1760 0.5738 0.3133
C: 0.3365 0.6179 -0.0283
O: 1.0584 1.5629 -0.1628
S: 1.0362 -1.0009 0.0992
H: -2.8510 -0.7499 0.4579
H: -1.5135 -1.3538 -0.4048
H: -2.4997 -0.2171 -1.2196
H: -1.1457 0.6930 1.3504
H: -1.5920 1.6051 0.0162
H: 2.0147 -0.6627 -0.8140

Results
- Largest force on an atom: 4.29 eV Å⁻¹
- Highest occupied orbital energy: -9.71 eV
- SMILES: CCC(=O)S
- Net charge: 0



Entry 5:
Computed, not measured: one molecule with the formula C3H6OS at a distorted geometry, with ωB97M-V/def2-TZVPD.

Cartesian coordinates (Å):
C: 0.6111 1.8664 -0.8708
O: 0.3928 1.0966 0.3219
C: -0.0030 -0.0913 0.0453
C: -0.0150 -0.8004 -1.4065
S: -0.5584 -1.1062 1.2200
H: -0.1484 1.7916 -1.6153
H: 0.6631 2.8115 -0.5046
H: 1.5560 1.4160 -1.2599
H: -0.6944 -0.2883 -2.0676
H: -0.1976 -1.8908 -1.3526
H: 1.0545 -0.7611 -1.9028

Results
- Largest force on an atom: 5.31 eV Å⁻¹
- Highest occupied orbital energy: -8.25 eV
- SMILES: COC(C)=S
- Net charge: 0



Entry 6:
Computed, not measured: one molecule with the formula C3H6OS2 at a distorted geometry, with ωB97M-V/def2-TZVPD.

Cartesian coordinates (Å):
C: 2.4304 -0.0463 0.0558
O: 1.2747 -0.8717 0.1339
C: 0.1022 -0.4683 -0.0835
S: -1.1655 -1.5595 -0.0364
S: 0.1128 1.4023 -0.1054
C: -1.7791 1.3548 0.1428
H: 2.6732 0.7435 0.8822
H: 3.1825 -0.8053 -0.1503
H: 2.5750 0.5719 -0.8392
H: -2.3967 0.9504 -0.8211
H: -1.9956 2.4548 0.3801
H: -1.9139 0.5334 1.0549

Results
- Largest force on an atom: 3.92 eV Å⁻¹
- Highest occupied orbital energy: -8.71 eV
- SMILES: COC(=S)SC
- Net charge: 0



Entry 7:
Computed, not measured: one molecule with the formula C3H6OS2 at a distorted geometry, with ωB97M-V/def2-TZVPD.

Cartesian coordinates (Å):
C: 0.4771 0.6402 -1.6318
C: 0.7077 -0.8112 0.0425
C: -0.7763 -0.7084 -0.1602
O: 1.2586 -0.4368 -1.2547
S: -1.2312 1.6236 2.0635
S: -1.8870 -0.1376 1.0791
H: 0.5642 0.8334 -2.6835
H: 0.1608 1.4064 -0.9075
H: 0.9476 -0.0075 0.8454
H: 1.1702 -1.7281 0.4885
H: -1.3065 -1.6164 -0.3925
H: -0.0852 0.9424 2.5112

Results
- Largest force on an atom: 2.32 eV Å⁻¹
- Highest occupied orbital energy (spin up / spin down): -7.64 / -7.69 eV
- Net charge: 0



Entry 8:
Computed, not measured: one molecule with the formula C3H6OS2 at a distorted geometry, with ωB97M-V/def2-TZVPD.

Cartesian coordinates (Å):
C: -2.2591 -0.5231 0.1959
S: -0.6220 -1.2395 -0.1755
C: 0.5534 -0.0484 0.1549
S: 2.1235 -0.3116 -0.0200
C: 0.0301 1.3736 0.4981
O: -0.8122 1.9777 -0.4423
H: -2.3133 -0.0918 1.2388
H: -2.4624 0.3253 -0.4666
H: -2.9116 -1.3238 0.1485
H: 1.0453 1.9201 0.4930
H: -0.4852 1.3866 1.4258
H: -0.3448 1.9655 -1.2665

Results
- Largest force on an atom: 3.44 eV Å⁻¹
- Highest occupied orbital energy: -8.79 eV
- SMILES: CSC(=S)CO
- Net charge: 0



Entry 9:
Computed, not measured: one molecule with the formula C3H6OS3 at a distorted geometry, with ωB97M-V/def2-TZVPD.

Cartesian coordinates (Å):
C: 0.4846 -0.5213 0.0569
C: -1.8984 -2.0616 0.4810
C: 0.5042 2.1642 -0.4876
O: 3.2443 0.7415 -0.2361
S: 2.6639 -0.5011 0.2815
S: -0.0398 -2.1618 0.1572
S: -0.4974 0.8528 0.2406
H: -1.9527 -1.4140 1.4583
H: -2.1932 -3.1399 0.6537
H: -2.2136 -1.4501 -0.4355
H: 1.4186 2.5633 -0.1417
H: -0.1575 2.9924 -0.4980
H: 0.6371 1.9358 -1.5303

Results
- Largest force on an atom: 3.39 eV Å⁻¹
- Highest occupied orbital energy (spin up / spin down): -6.80 / -7.24 eV
- Net charge: 0



Entry 10:
Computed, not measured: one molecule with the formula C3H6OSi at a distorted geometry, with ωB97M-V/def2-TZVPD.

Cartesian coordinates (Å):
O: 2.0665 2.7372 0.5797
C: 1.6260 1.7271 0.0933
C: 1.1945 0.4284 0.0190
C: -0.0857 -0.1480 -0.6307
Si: -1.5003 -0.9617 0.3341
H: 2.1454 -0.0613 0.4833
H: -0.4758 0.6848 -1.2542
H: 0.0208 -1.1360 -1.1710
H: -2.8363 -0.2679 -0.0009
H: -1.4917 -2.3876 0.0832
H: -0.6634 -0.6149 1.4642

Results
- Largest force on an atom: 3.71 eV Å⁻¹
- Highest occupied orbital energy: -8.36 eV
- SMILES: O=C=CC[SiH3]
- Net charge: 0



Entry 11:
Computed, not measured: C3H6P2 as an isolated structure at a distorted geometry, with ωB97M-V/def2-TZVPD.

Cartesian coordinates (Å):
C: 0.0893 0.4169 -0.2782
C: 0.4828 -1.8509 0.1482
C: -0.4173 1.8353 -0.4979
P: 1.1302 -0.5476 -1.1183
P: -0.8698 -0.7508 0.8870
H: 0.2729 -2.8794 -0.3727
H: 1.1687 -2.0916 0.9530
H: 0.3520 2.5323 -0.9232
H: -0.8590 1.9479 0.4154
H: -1.1493 1.9947 -1.3474
H: -0.2005 -0.6068 2.1342

Results
- Largest force on an atom: 4.07 eV Å⁻¹
- Highest occupied orbital energy: -8.72 eV
- Net charge: 0



Entry 12:
Computed, not measured: one molecule with the formula C3H6P2 at a distorted geometry, with ωB97M-V/def2-TZVPD.

Cartesian coordinates (Å):
C: 0.1968 0.4853 0.1156
C: 1.1091 -0.5064 -0.8035
C: 0.9428 -0.6961 0.6465
P: -2.5733 -0.6822 -0.3467
P: -1.4912 1.0301 0.0609
H: 0.4365 -1.1748 -1.3319
H: 2.0410 -0.3329 -1.1739
H: 1.8881 -0.3117 1.2243
H: 0.5883 -1.6542 1.1598
H: -1.5876 1.7163 1.3899
H: -1.5505 2.1266 -0.9412

Results
- ⟨S²⟩: 2.0114
- 2S+1: 3
- Largest force on an atom: 4.92 eV Å⁻¹
- Highest occupied orbital energy (spin up / spin down): -7.44 / -7.44 eV
- Net charge: 0



Entry 13:
Computed, not measured: C3H6PbSi as an isolated structure at a distorted geometry, with ωB97M-V/def2-TZVPD.

Cartesian coordinates (Å):
C: 2.2205 0.2438 0.4963
C: 1.0826 -0.3048 0.0875
C: -0.4526 -0.7420 -0.1955
Si: -1.6455 0.7273 0.2007
H: 3.0861 1.0052 0.5160
H: -0.6608 -1.6933 0.4224
H: -0.4928 -0.9680 -1.3211
H: -0.7982 1.8296 0.7165
H: -2.5786 0.4157 1.3067
H: -2.3292 1.2731 -0.9819
Pb: 2.5685 -1.7867 -1.2477

Results
- Largest force on an atom: 5.70 eV Å⁻¹
- Highest occupied orbital energy: -18.62 eV
- Net charge: +2



Entry 14:
Computed, not measured: C3H6S as an isolated structure at a distorted geometry, with ωB97M-V/def2-TZVPD.

Cartesian coordinates (Å):
C: 0.6885 -0.7024 0.6682
C: 0.3262 0.3242 -0.2546
C: -1.0475 0.7622 -0.6085
H: 1.0801 -0.1440 1.9065
H: -0.3380 -1.6046 0.7946
H: 1.6516 -1.4514 0.3599
H: 0.6191 -0.1153 -1.1208
H: -1.5453 0.5948 0.4280
H: -1.6057 0.3888 -1.6302
S: 0.1710 1.9476 -0.5431

Results
- Largest force on an atom: 7.55 eV Å⁻¹
- Highest occupied orbital energy: -8.83 eV
- Net charge: 0



Entry 15:
Computed, not measured: a 2-piece molecular cluster, C3H6S2 overall at a distorted geometry, with ωB97M-V/def2-TZVPD.

Cartesian coordinates (Å):
C: -0.3896 0.8967 1.6924
C: 0.2875 -1.7944 0.4237
C: -0.3805 2.1920 1.4220
S: -0.6790 -1.8915 -1.0069
S: 0.6258 2.5793 -0.0102
H: -0.5245 0.0729 2.4633
H: -0.2258 -2.4030 1.1912
H: 0.6668 -0.8190 0.5451
H: -0.9637 2.9245 1.9331
H: 0.0947 -1.0806 -1.7555
H: 0.8798 1.1796 -0.1113

Results
- Largest force on an atom: 2.54 eV Å⁻¹
- Highest occupied orbital energy (spin up / spin down): -7.77 / -8.69 eV
- Net charge: 0



Entry 16:
Computed, not measured: C3H6S3 as an isolated structure at a distorted geometry, with ωB97M-V/def2-TZVPD.

Cartesian coordinates (Å):
C: -0.5635 -1.0974 0.0417
C: 0.0915 -0.2271 0.9505
C: 0.6729 1.0170 0.3576
H: 0.4789 0.1751 -1.7877
H: -1.6377 -0.9318 -0.2890
H: -0.5938 -2.2112 0.5613
H: 1.3009 0.7278 -0.5963
H: 1.5861 1.2509 1.0972
H: -1.2561 1.3332 -1.2980
S: 0.3025 -1.5777 -1.4516
S: 0.3264 -0.6802 2.4448
S: -0.7080 2.2216 -0.0304

Results
- Largest force on an atom: 6.77 eV Å⁻¹
- Highest occupied orbital energy: -8.85 eV
- Net charge: 0



Entry 17:
Computed, not measured: a 2-piece molecular cluster, C3H6Si overall at a distorted geometry, with ωB97M-V/def2-TZVPD.

Cartesian coordinates (Å):
C: -1.2373 0.7808 0.2461
C: -0.0547 0.3350 0.2662
C: -1.2329 -0.7154 0.0985
Si: 1.7900 -0.0440 0.0890
H: -2.8259 2.4743 -0.6770
H: -1.3460 -1.3849 0.9727
H: -1.3684 -1.1498 -0.9081
H: 2.0916 -1.0174 -1.1048
H: 1.9888 -0.7688 1.2806
H: 2.1949 1.4903 -0.2632

Results
- Largest force on an atom: 3.60 eV Å⁻¹
- Highest occupied orbital energy (spin up / spin down): -9.60 / -8.81 eV
- Net charge: 0



Entry 18:
Computed, not measured: one molecule with the formula C3H6Si at a distorted geometry, with ωB97M-V/def2-TZVPD.

Cartesian coordinates (Å):
Si: 1.6652 -0.0716 0.0847
C: -0.2515 -0.3554 0.2080
C: -1.4400 -0.8957 0.0138
C: -1.3887 0.6159 0.0831
H: 2.0198 0.6347 -1.3577
H: 2.4942 -1.2242 -0.1452
H: 1.8894 0.9100 1.0568
H: -1.7770 -1.9116 -0.0187
H: -1.4718 1.1392 -0.8069
H: -1.7395 1.1586 0.8820

Results
- Largest force on an atom: 3.98 eV Å⁻¹
- Highest occupied orbital energy: -9.37 eV
- SMILES: [SiH3]C1=CC1
- Net charge: 0



Entry 19:
Computed, not measured: C3H7AlNO5P as an isolated structure at a distorted geometry, with ωB97M-V/def2-TZVPD.

Cartesian coordinates (Å):
Al: -1.9283 -19.4026 -20.5309
P: -3.5672 -16.6325 -20.1476
O: -2.6352 -16.3165 -21.3220
O: -4.3501 -17.8775 -20.4296
O: -4.4389 -15.5960 -19.4097
O: -2.7924 -17.1923 -18.9711
C: 1.9717 -18.5101 -19.6744
O: 0.7681 -18.4364 -19.8545
N: 2.5599 -18.6730 -18.4771
C: 4.0881 -18.6245 -18.3559
C: 1.8312 -18.7124 -17.1532
H: 2.7247 -18.3688 -20.4651
H: 4.5158 -18.3530 -19.3210
H: 4.4860 -19.5353 -17.9084
H: 4.4188 -17.8273 -17.6902
H: 0.7614 -18.6484 -17.3521
H: 1.8767 -19.6814 -16.6562
H: 2.1250 -17.9754 -16.4058

Results
- Largest force on an atom: 3.49 eV Å⁻¹
- Highest occupied orbital energy: -9.56 eV
- Net charge: 0